This record from OMol25 describes 9 unconnected molecules or ions with the total composition C39H94N2O9. The level of theory is wB97M-V/def2-TZVPD.

Element x y z (Å)
1 C 4.109270 5.732747 -2.387936
2 C 4.040431 4.660615 -1.312952
3 C 5.391174 4.091496 -0.914177
4 O 3.365515 5.178592 -0.154133
5 H 4.522304 5.309134 -3.306761
6 H 4.753025 6.550130 -2.052485
7 H 3.111454 6.106223 -2.609706
8 H 3.375204 3.865673 -1.660742
9 H 5.242736 3.499130 -0.012363
10 H 6.103607 4.897194 -0.724566
11 H 5.793800 3.447523 -1.697296
12 H 3.639029 6.083893 0.023873
13 C 6.184117 1.050831 -6.292774
14 C 5.970607 0.726608 -4.835707
15 C 5.267272 1.849084 -4.091303
16 O 5.112189 -0.451057 -4.767618
17 H 6.883458 1.881081 -6.425127
18 H 5.255851 1.401192 -6.752643
19 H 6.566936 0.180005 -6.822947
20 H 6.901006 0.445559 -4.346627
21 H 5.004604 1.504661 -3.088774
22 H 4.363334 2.164391 -4.612331
23 H 5.937697 2.705036 -3.970871
24 H 4.450184 -0.363431 -5.461927
25 C 0.650215 3.870637 -5.358050
26 C 0.718560 2.712593 -4.377466
27 C -0.546863 1.857175 -4.411726
28 O 1.849256 1.899021 -4.686061
29 H 1.363725 4.671655 -5.163792
30 H -0.356215 4.299528 -5.340300
31 H 0.842681 3.526940 -6.378947
32 H 0.874631 3.152490 -3.382583
33 H -0.871399 1.793318 -5.452660
34 H -1.331822 2.352575 -3.837047
35 H -0.322944 0.869668 -4.018188
36 H 2.118448 1.524989 -3.827997
37 C 2.166080 3.796899 2.521573
38 C 1.146265 3.485971 3.599291
39 C 0.139982 2.432357 3.189239
40 O 1.862325 2.964967 4.764468
41 H 2.745864 4.687038 2.761125
42 H 1.663052 3.999267 1.572303
43 H 2.890625 2.997822 2.346086
44 H 0.693584 4.399147 3.983573
45 H -0.512381 2.819663 2.393214
46 H -0.522134 2.139885 3.999312
47 H 0.678825 1.583864 2.759688
48 H 2.289754 2.162027 4.432793
49 C 0.955488 2.029237 -0.516558
50 C 1.747726 0.795851 -0.844877
51 C 0.837091 -0.429183 -0.953233
52 O 2.374546 0.984837 -2.138919
53 H 0.504316 1.887220 0.465226
54 H 0.245690 2.238686 -1.314021
55 H 1.621469 2.891167 -0.420399
56 H 2.583462 0.523750 -0.191138
57 H -0.036674 -0.182191 -1.562553
58 H 0.469662 -0.701083 0.042485
59 H 1.342547 -1.274330 -1.413949
60 H 2.980027 0.230376 -2.256662
61 C 2.802007 -0.893226 2.552436
62 C 2.093394 -0.912519 3.891316
63 C 2.252469 -2.219524 4.635740
64 O 2.610255 0.152401 4.712480
65 H 2.120264 -0.885954 1.690592
66 H 3.409226 -1.770686 2.318053
67 H 3.377029 0.024728 2.444737
68 H 1.022379 -0.717167 3.803998
69 H 1.928289 -2.152411 5.676391
70 H 3.302984 -2.536729 4.712119
71 H 1.736054 -3.053271 4.157335
72 H 3.181247 -0.214731 5.392328
73 C 3.616226 -2.851905 -0.794922
74 C 4.702933 -2.191798 -1.638630
75 C 5.278843 -3.207862 -2.622575
76 O 4.118834 -1.110769 -2.368375
77 H 4.125334 -3.678669 -0.288460
78 H 2.860475 -3.307545 -1.432260
79 H 3.225257 -2.160206 -0.054497
80 H 5.481939 -1.833700 -0.955658
81 H 4.468532 -3.638330 -3.208115
82 H 5.869951 -3.947581 -2.083443
83 H 5.950634 -2.703027 -3.322548
84 H 4.657028 -0.858867 -3.139728
85 C -4.039543 -2.557173 4.941830
86 C -3.453265 -3.734833 4.177081
87 C -4.568190 -4.288839 3.310574
88 C -4.076823 -5.326437 2.288395
89 C -3.001188 -4.654959 1.464862
90 C -1.840170 -4.062296 2.252945
91 N -2.376824 -3.238461 3.334976
92 O -1.330187 -2.715598 4.129347
93 C -0.883976 -5.182714 2.701346
94 C -1.082377 -3.139566 1.307850
95 C -2.990939 -4.796205 5.202237
96 H -5.006868 -2.807719 5.384203
97 H -4.218896 -1.730905 4.247368
98 H -3.412849 -2.197511 5.759918
99 H -5.289820 -4.722702 4.009842
100 H -5.102349 -3.500581 2.771211
101 H -4.924721 -5.625996 1.672950
102 H -3.714947 -6.197879 2.836377
103 H -3.467322 -3.860885 0.868461
104 H -2.601329 -5.339120 0.708439
105 H 0.013881 -4.730749 3.130466
106 H -1.321053 -5.876260 3.414200
107 H -0.552323 -5.749173 1.829329
108 H -0.403516 -2.438703 1.801312
109 H -0.384790 -3.678790 0.656756
110 H -1.795154 -2.588441 0.696962
111 H -2.984983 -5.799504 4.778120
112 H -3.636569 -4.799235 6.080150
113 H -1.972754 -4.567558 5.518389
114 H -1.369772 -1.771257 3.946811
115 C -6.193207 -0.223544 1.584312
116 C -5.980471 -0.449028 0.070008
117 C -7.093064 0.178488 -0.743362
118 C -6.905377 1.669074 -1.019531
119 C -5.569543 1.844742 -1.727591
120 C -4.392181 1.402307 -0.862784
121 N -4.688702 0.065706 -0.380044
122 O -3.606667 -0.533426 0.288335
123 C -3.147352 1.337335 -1.720701
124 C -4.173132 2.396029 0.288391
125 C -5.998420 -1.965059 -0.152013
126 H -6.316000 0.829965 1.829748
127 H -7.085666 -0.771294 1.892672
128 H -5.320073 -0.623909 2.098773
129 H -7.124438 -0.287955 -1.737450
130 H -8.070550 -0.014253 -0.295702
131 H -7.733870 2.004260 -1.644941
132 H -6.915302 2.254905 -0.095538
133 H -5.430069 2.865842 -2.085607
134 H -5.568843 1.193237 -2.610835
135 H -3.251134 0.741326 -2.627548
136 H -2.297893 0.931003 -1.168826
137 H -2.866002 2.363377 -1.981487
138 H -4.947596 2.292171 1.044443
139 H -4.259356 3.423305 -0.087670
140 H -3.186607 2.320790 0.745283
141 H -5.672624 -2.230735 -1.165044
142 H -5.356347 -2.483635 0.559406
143 H -7.019685 -2.349856 -0.094194
144 H -3.432061 -1.341910 -0.206880

Forces on atoms 1 to 2 (eV/Å):
C 0.17 -0.40 -0.05
C -0.39 0.40 0.14

As for the SMILES: CC1(C)CCCC(C)(C)N1O.CC1(C)CCCC(C)(C)N1O.CC(C)O.CC(C)O.CC(C)O.CC(C)O.CC(C)O.CC(C)O.CC(C)O. The HOMO energy comes out at -7.9 eV. Its charge is 0. The frontier orbital gap comes out at 8.574 eV. For the energy, the calculation gives -2328.9354 Ha. The energy relative to the best compared isomer or geometry (same formula, charge and spin) is 0.0000 eV.